{"formula": "C5H7Cl3O2", "method": "wB97M-V/def2-TZVPD", "charge": 0, "homo_lumo_gap_ev": [8.33, 8.33], "e_above_lowest_kj_mol": 361.5, "e_tot_ha": -1725.64181, "lumo_energy_ev": [-0.25, -0.25], "max_force_ha_per_bohr": 0.086, "spin_multiplicity": 1, "symbols": ["C", "C", "C", "C", "C", "O", "O", "Cl", "Cl", "Cl", "H", "H", "H", "H", "H", "H", "H"], "xyz": [[-1.3613, -2.6702, 0.2593], [0.8280, 1.6824, 0.3013], [0.8751, 0.1750, 0.1413], [-1.9014, -1.2517, -2.1803], [-0.7190, -1.1638, -1.2857], [-1.6498, -3.7050, -0.2192], [-0.3482, 0.0121, -0.6917], [-1.8826, -0.2226, -3.6810], [-3.4146, -0.8868, -1.4211], [0.5897, -1.9412, -2.2967], [-1.7389, -2.1179, 1.1234], [1.5106, 2.0107, 1.1248], [1.0666, 2.1228, -0.7485], [-0.2077, 1.7774, 0.6525], [0.7689, -0.1517, 1.1356], [1.8208, -0.0531, -0.4334], [-1.9541, -2.2768, -2.5649]], "nbo_charge": [0.460, -0.617, -0.075, -0.307, 0.213, -0.458, -0.561, -0.045, 0.013, -0.087, 0.156, 0.212, 0.224, 0.222, 0.185, 0.207, 0.257]}